62
Properties=species:S:1:pos:R:3 method="wB97M-V/def2-TZVPD" e_homo_ev=-8.4174 e_lumo_ev=0.49 homo_lumo_gap_ev=8.90 energy_ev=-45808.5645 spin_multiplicity=1 de_lowest_ev=1.549
C -1.3424 -3.3642 1.7399
O -1.1909 -2.0787 1.1854
C 0.0080 -1.7504 0.6154
C 1.1205 -2.5757 0.5708
C 2.2877 -2.1375 -0.0409
C 2.3277 -0.8883 -0.6195
S 3.8424 -0.3308 -1.4078
O 3.4944 0.4776 -2.5375
O 4.6703 -1.4864 -1.6089
N 4.6404 0.6438 -0.3350
C 4.1830 1.9987 -0.1412
C 3.2901 2.1530 1.0920
C 3.9864 1.5666 2.3180
C 4.3480 0.1063 2.0541
C 5.2425 0.0202 0.8160
C 1.2281 -0.0507 -0.5999
C 0.0654 -0.4631 0.0339
N -1.0724 0.3246 0.1197
C -1.2161 1.6519 -0.1102
O -0.3425 2.4138 -0.4606
C -2.6627 2.1103 0.1237
N -3.4854 1.0536 0.6858
C -3.9035 1.3273 2.0447
C -4.5037 0.5207 -0.2133
C -4.8348 -0.9344 0.1332
C -5.7574 -1.5227 -0.9311
C -7.0424 -0.7057 -1.0348
C -6.7272 0.7548 -1.3445
C -5.8000 1.3390 -0.2826
H -1.1926 -4.1450 0.9884
H -2.3677 -3.4059 2.1045
H -0.6551 -3.5248 2.5758
H 1.0945 -3.5608 1.0079
H 3.1616 -2.7661 -0.0905
H 3.6565 2.2838 -1.0517
H 5.0683 2.6377 -0.0339
H 2.3422 1.6385 0.9308
H 3.0751 3.2114 1.2438
H 3.3360 1.6424 3.1917
H 4.8983 2.1318 2.5259
H 3.4360 -0.4716 1.8885
H 4.8738 -0.3190 2.9107
H 5.4494 -1.0134 0.5376
H 6.1949 0.5252 1.0179
H 1.2702 0.9090 -1.0870
H -1.9128 -0.1143 0.4985
H -2.6271 2.9883 0.7765
H -3.0423 2.4567 -0.8434
H -4.5216 2.2308 2.1379
H -4.4629 0.4798 2.4329
H -3.0133 1.4556 2.6611
H -4.0473 0.5167 -1.2106
H -3.9106 -1.5123 0.1965
H -5.3343 -0.9869 1.1021
H -5.9954 -2.5590 -0.6826
H -5.2464 -1.5198 -1.8964
H -7.6837 -1.1199 -1.8150
H -7.5861 -0.7653 -0.0889
H -7.6521 1.3337 -1.3870
H -6.2462 0.8222 -2.3233
H -6.3022 1.3144 0.6864
H -5.5692 2.3807 -0.5188



69
Properties=species:S:1:pos:R:3 method="wB97M-V/def2-TZVPD" e_homo_ev=-10.8115 total_charge=+1 e_lumo_ev=-2.71 homo_lumo_gap_ev=8.10 energy_ev=-71528.2101 spin_multiplicity=1 de_lowest_ev=0.000
Pt 0.5448 -0.8771 -0.8790
O -0.2634 -4.8189 -0.7568
C 0.0867 -3.6639 -0.5852
N -0.2913 -2.5815 -1.2693
C -1.1827 -2.6422 -2.4046
C -1.2403 -1.2914 -3.0528
C -2.0288 -1.0477 -4.1640
C -2.0560 0.2201 -4.7136
C -1.2904 1.2230 -4.1405
C -0.5316 0.9223 -3.0330
N -0.5074 -0.3053 -2.5005
C 1.0714 -3.2957 0.4986
C 1.5587 -4.2487 1.3671
C 2.4843 -3.8673 2.3261
C 2.9007 -2.5471 2.3697
C 2.3662 -1.6430 1.4690
N 1.4551 -2.0049 0.5644
H -2.1973 -2.9094 -2.0893
H -0.8621 -3.4040 -3.1211
H -2.6129 -1.8532 -4.5876
H -2.6672 0.4245 -5.5822
H -1.2832 2.2266 -4.5393
H 0.0844 1.6576 -2.5364
H 1.2100 -5.2657 1.2537
H 2.8907 -4.5939 3.0169
H 3.6440 -2.2135 3.0802
H 2.6772 -0.6087 1.4482
O -3.0274 3.3446 0.2865
P -2.2035 2.0262 0.5558
O -2.3013 1.7163 2.0584
O -2.4951 0.9769 -0.4121
O -0.6553 2.5949 0.3823
P 0.6151 1.7521 0.8038
O 1.5815 2.8406 1.4099
O 1.2936 1.0688 -0.3390
O 0.2086 0.8422 1.9661
H -3.0364 3.9743 1.0168
H 2.0729 3.3610 0.7610
C -1.6599 3.7359 4.5110
C -2.2610 2.3471 4.6968
C -2.4893 2.0024 6.1611
Sb -1.0776 0.8980 3.6038
C 0.7389 0.4314 4.7007
C 0.4189 0.1112 6.1577
C 1.8907 1.4166 4.5877
C -1.9025 -1.0573 3.3899
C -2.9344 -1.3419 4.4802
C -2.4580 -1.2987 1.9924
H -2.3345 4.4852 4.9310
H -1.5004 3.9815 3.4594
H -0.7048 3.8315 5.0319
H -3.1918 2.2627 4.1380
H -1.5785 2.0673 6.7520
H -2.9283 1.0149 6.3012
H -3.1900 2.7322 6.5751
H 0.9954 -0.4971 4.1809
H 0.2225 1.0164 6.7298
H 1.2854 -0.3726 6.6154
H -0.4292 -0.5662 6.2793
H 1.6767 2.3411 5.1282
H 2.1310 1.6757 3.5602
H 2.7825 0.9787 5.0442
H -1.0205 -1.6884 3.5413
H -3.8004 -0.6833 4.3863
H -2.5318 -1.2418 5.4893
H -3.2948 -2.3666 4.3723
H -3.3599 -0.7149 1.8141
H -2.7130 -2.3577 1.9026
H -1.7444 -1.0543 1.2046



59
Properties=species:S:1:pos:R:3 method="wB97M-V/def2-TZVPD" e_homo_ev=-8.3203 e_lumo_ev=0.49 homo_lumo_gap_ev=8.81 energy_ev=-31975.8705 spin_multiplicity=1 de_lowest_ev=18.849
C 3.8333 3.2077 0.8344
H 3.3658 2.3967 1.2091
C 4.7204 2.7925 -0.4860
C 5.7221 1.6758 -0.1223
C 5.2120 0.2513 0.4391
C 4.2018 -0.5039 -0.2246
C 3.7575 -1.8316 0.6014
C 2.9705 -2.6136 -0.5505
C 1.6318 -1.9953 -1.0296
C 0.8131 -1.5814 0.1824
C -0.6883 -0.9678 -0.2686
H -1.3484 -0.8191 0.4791
H -1.0686 -2.2101 -0.8873
C -0.6127 0.1037 -1.2272
C -2.0751 0.3816 -1.6905
O -2.7562 -0.0677 -2.3922
N -2.5716 1.0736 -0.6057
H -2.1094 1.4934 0.2236
C -3.8722 1.8045 -0.7395
C -4.1772 2.7036 0.5982
O -3.3207 2.9231 1.1742
O -5.4845 3.2801 0.6901
H -5.4473 3.9198 1.3339
H -4.2435 2.3043 -1.4282
C -5.0239 0.6940 -0.8974
O -5.2693 0.1826 -1.9656
H -4.5044 -0.2285 -2.4244
C -4.4524 -0.4561 0.1597
C -4.2748 -0.4465 1.6458
C -3.6519 -1.4764 2.3788
C -3.4593 -2.5759 1.6989
C -3.8082 -2.9286 0.2913
C -4.2526 -1.8347 -0.3376
H -4.5500 -2.1755 -1.4167
H -3.6535 -3.9435 -0.0183
H -3.0280 -3.2848 2.3904
H -3.4303 -1.2553 3.1765
H -4.3655 0.5791 2.2467
H -5.9673 0.9504 -0.1940
H -0.2128 0.9893 -0.7348
H -0.0758 -0.3507 -2.0394
H 0.5443 -2.2546 1.1778
H 1.1218 -0.7095 0.7099
H 1.1046 -2.9206 -1.4869
H 1.8083 -1.1336 -1.6809
H 3.7363 -3.0163 -1.3047
H 2.8410 -3.6371 0.1993
H 4.8809 -2.3942 0.7676
H 3.3354 -1.3630 1.2473
H 4.6299 -0.5974 -1.1639
H 3.3913 0.2103 -0.5642
H 4.7046 0.7235 1.4738
H 6.2525 -0.1067 0.7530
H 6.4460 2.1245 0.6643
H 6.3185 1.3682 -0.8930
H 5.0682 3.6508 -0.7509
H 3.8490 2.1837 -1.2407
H 4.3802 3.6272 1.5473
H 3.1147 4.0845 0.4717



68
Properties=species:S:1:pos:R:3 method="wB97M-V/def2-TZVPD" e_homo_ev=-4.4754 total_charge=-1 e_lumo_ev=2.01 homo_lumo_gap_ev=6.49 energy_ev=-64949.2228 spin_multiplicity=1 de_lowest_ev=12.178
O -0.9177 -1.9783 3.2978
O -1.4254 -3.0200 2.6937
C -2.8567 -2.7475 2.4899
Al -3.3497 -2.0832 0.6025
C -4.3861 -0.3261 0.8090
C -6.0265 -0.4971 0.5320
C -6.8761 0.7944 1.1701
S -6.9195 2.1769 -0.1258
C -1.6950 -1.9378 -0.6601
O -0.4717 -1.7208 0.1141
C 0.0063 -0.3390 0.0886
C 1.6033 -0.1098 0.5305
C 2.3419 1.3531 0.6113
C 1.4537 2.6925 0.2209
C -0.1400 2.5376 -0.2406
C -0.8335 1.0161 -0.2719
C -4.5425 -3.5831 -0.2252
F -5.7710 -3.8541 0.5639
F -3.7133 -4.8403 -0.1295
C -4.8224 -3.3446 -1.8272
F -3.7442 -4.1001 -2.5681
F -4.7568 -1.9249 -2.2536
H -1.0712 -1.1569 2.7406
H -3.4240 -3.7724 2.6978
H -3.3084 -1.9798 3.2721
H -4.3164 -0.0138 1.9596
H -3.9683 0.5671 0.1603
H -6.4760 -1.4475 1.0752
H -6.1841 -0.5077 -0.6320
H -7.9753 0.4325 1.4565
H -6.2625 1.1374 2.1204
H -8.2024 2.7792 0.0016
H -1.8636 -1.2176 -1.5650
H -1.5983 -3.0297 -1.1344
H 2.2662 -1.0525 0.8417
H 3.4788 1.4460 0.9633
H 1.9817 3.7555 0.2912
H -0.7650 3.5004 -0.5408
H -1.9575 0.9362 -0.5914
H -5.8440 -3.8734 -2.1205
O 3.1077 -0.5310 -2.4783
C 2.8868 -1.7055 -2.7579
O 2.0903 -2.4600 -1.9677
C 1.6075 -3.7728 -2.3082
C 2.6171 -4.8367 -1.9255
C 3.5683 -2.3567 -3.9266
H 1.3175 -3.8260 -3.3616
H 0.6908 -3.9243 -1.7282
H 3.5562 -4.7167 -2.4719
H 2.2219 -5.8358 -2.1328
H 2.8601 -4.7683 -0.8600
H 4.5594 -2.6997 -3.6197
H 3.6739 -1.6145 -4.7248
H 3.0090 -3.1855 -4.3572
O 4.7399 2.6782 1.2706
C 5.1827 3.8113 1.4328
O 4.5859 4.6631 2.2969
C 5.1355 5.9281 2.7094
C 4.7704 7.0228 1.7266
C 6.3352 4.3094 0.6095
H 6.2139 5.8544 2.8772
H 4.6872 6.1566 3.6823
H 5.1868 6.8295 0.7345
H 5.1407 7.9922 2.0739
H 3.6837 7.0834 1.6072
H 5.9601 4.6795 -0.3478
H 7.0206 3.4743 0.4305
H 6.9240 5.0837 1.0983



88
Properties=species:S:1:pos:R:3 method="wB97M-V/def2-TZVPD" e_homo_ev=-9.0566 e_lumo_ev=-1.88 homo_lumo_gap_ev=7.18 energy_ev=-384327.5927 spin_multiplicity=1
C -0.5615 2.0805 3.0396
C -0.6650 1.6869 1.5506
C 0.4015 0.7585 0.9931
C 0.1497 -0.1640 0.0292
P -1.4986 -0.3754 -0.7484
O -1.3433 -0.8400 -2.2580
O -2.1352 1.0943 -0.8793
S -2.5620 -1.6058 0.2522
C 1.2088 -1.1252 -0.4211
O 0.9603 -2.0089 -1.1943
C 2.5758 -0.9746 0.1492
I 4.0359 -2.2622 -0.5355
C 2.8478 -0.0510 1.0705
C 1.8042 0.8710 1.5412
O 2.0877 1.7346 2.3271
H -1.5372 2.0407 3.5278
H 0.1276 1.4524 3.5997
H -0.1874 3.1036 3.1361
H -0.7027 2.5930 0.9314
H -1.6237 1.1767 1.4299
H -0.6949 -0.3285 -2.7763
H -1.4766 1.8003 -0.9815
H 3.8439 0.0141 1.4793
C 2.5210 -4.3318 2.6764
Cl 4.2054 -4.8058 2.9192
Cl 2.1937 -2.6830 3.2356
H 2.3025 -4.3709 1.6145
H 1.8800 -5.0195 3.2116
C 0.5982 -7.6034 0.9846
Cl 1.2247 -6.3817 -0.1213
Cl 0.6006 -7.0629 2.6754
H -0.4275 -7.8221 0.7129
H 1.2202 -8.4870 0.9110
C -3.6312 -6.9144 0.0840
Cl -3.1020 -8.6050 0.0207
Cl -2.2722 -5.7894 0.1063
H -4.2305 -6.7120 -0.7952
H -4.2097 -6.7745 0.9890
C -5.0240 1.6201 -1.4312
Cl -4.7299 3.0329 -0.4025
Cl -4.7860 1.9963 -3.1415
H -4.3246 0.8456 -1.1465
H -6.0483 1.3000 -1.2846
C 0.8439 3.0435 6.4719
Cl 1.1418 1.3019 6.4515
Cl -0.8765 3.4306 6.3225
H 1.2024 3.4421 7.4129
H 1.3683 3.4895 5.6348
C 2.0440 -0.4537 -3.8541
Cl 0.5446 -0.0419 -4.6990
Cl 2.7766 0.9776 -3.1108
H 1.7990 -1.1759 -3.0843
H 2.7565 -0.8729 -4.5526
C -2.3289 5.0875 -3.6275
Cl -1.3312 3.6636 -3.9596
Cl -1.3802 6.5797 -3.6021
H -3.0854 5.1686 -4.3986
H -2.7873 4.9538 -2.6572
C -0.6774 -8.9857 5.5159
Cl -0.2687 -10.7036 5.4190
Cl -2.4194 -8.7041 5.4022
H -0.3295 -8.6036 6.4679
H -0.2004 -8.4781 4.6867
C 4.9548 -1.4001 -6.7217
Cl 5.4271 -0.7698 -5.1340
Cl 3.7602 -2.6936 -6.5882
H 4.5218 -0.5873 -7.2921
H 5.8383 -1.7914 -7.2110
C -5.7250 6.9357 -0.7915
Cl -4.1869 6.4852 -1.5348
Cl -6.7533 7.8555 -1.8979
H -6.2463 6.0285 -0.5088
H -5.5207 7.5475 0.0789
C 6.3877 2.8839 0.9460
Cl 6.9270 3.5523 2.4887
Cl 4.9311 1.8895 1.1222
H 6.1628 3.7038 0.2748
H 7.1782 2.2614 0.5451
C -9.5072 10.1410 -0.3310
Cl -10.2893 11.5407 -1.0739
Cl -9.1488 10.4055 1.3806
H -10.1727 9.2904 -0.4144
H -8.5757 9.9508 -0.8486
C 8.4153 -2.3478 -3.1321
Cl 7.5278 -3.7155 -2.4491
Cl 9.7192 -2.8641 -4.2071
H 7.7204 -1.7443 -3.7035
H 8.8463 -1.7795 -2.3168



57
Properties=species:S:1:pos:R:3 method="wB97M-V/def2-TZVPD" e_homo_ev="-14.5909 / -14.6199" total_charge=+2 e_lumo_ev="-8.73 / -7.23" homo_lumo_gap_ev="5.86 / 7.39" energy_ev=-60023.4119 spin_multiplicity=4 s2=4.08 de_lowest_ev=0.000
C -2.4706 -1.8531 0.1579
H -2.4839 -2.9500 0.1438
H -3.0063 -1.5259 1.0575
H -1.4018 -1.5400 0.2595
C -3.1076 -1.3131 -1.1129
H -3.0260 -0.2162 -1.1393
H -2.5302 -1.6704 -1.9751
C -4.5729 -1.7216 -1.3051
H -4.9755 -1.2772 -2.2231
H -4.6730 -2.8106 -1.3921
H -5.2009 -1.3875 -0.4697
C 0.5812 2.2047 1.1143
C -0.6758 2.5730 0.5250
C -1.7244 1.9860 1.2919
C -1.1221 1.2610 2.3806
C 0.2945 1.4231 2.2869
C 1.2823 1.0266 3.3225
C -1.8500 0.6216 3.5106
C -3.1780 2.2720 1.1349
C -0.8328 3.5768 -0.5575
C 1.9161 2.7038 0.6796
Cr -0.4592 0.4207 0.5196
H -1.2051 -0.0788 4.0501
H -2.2289 1.3435 4.2505
H -2.7190 0.0567 3.1437
H 0.9101 0.1892 3.9268
H 2.2416 0.7252 2.8851
H 1.4832 1.8628 4.0090
H 1.9416 2.9024 -0.3972
H 2.1685 3.6407 1.1895
H 2.7184 1.9895 0.8928
H -1.8178 3.4935 -1.0321
H -0.7438 4.5978 -0.1556
H -0.0636 3.4541 -1.3280
H -3.7768 1.3607 1.2731
H -3.5541 3.0125 1.8592
H -3.3957 2.6666 0.1375
C 0.7428 -3.2744 -0.7799
P 1.1109 -1.4846 -0.5610
C 2.1477 -1.4367 0.9516
C 2.3533 -1.1631 -1.8854
C 3.5340 -0.4235 -1.6877
C 4.5163 -0.3928 -2.6824
C 4.3041 -1.0503 -3.8997
C 3.0909 -1.7019 -4.1374
C 2.1038 -1.7214 -3.1526
H 0.2077 -3.6674 0.0951
H 1.6862 -3.8187 -0.9039
H 0.1157 -3.4368 -1.6681
H 2.8883 -2.2386 0.9199
H 2.6693 -0.4780 1.0453
H 1.4902 -1.5625 1.8183
H 3.7126 0.1253 -0.7526
H 5.4539 0.1394 -2.5106
H 5.0795 -1.0429 -4.6674
H 2.9134 -2.1990 -5.0917
H 1.1375 -2.1924 -3.3645



70
Properties=species:S:1:pos:R:3 method="wB97M-V/def2-TZVPD" e_homo_ev=-7.6325 e_lumo_ev=0.55 homo_lumo_gap_ev=8.19 energy_ev=-61938.5979 spin_multiplicity=1
C -2.5430 -4.1038 -0.2562
C -1.2724 -4.9295 -0.4580
O -0.1526 -4.0882 -0.2383
C 0.9796 -4.3982 -1.0231
C 0.8539 -4.1059 -2.5015
O 0.7131 -2.7351 -2.8012
C -0.6048 -2.2329 -2.7127
C -0.6492 -1.1938 -1.6168
C 0.1912 0.0649 -1.9284
N -0.1072 1.1632 -1.0658
C 0.2786 1.1998 0.1486
C -0.5780 0.7335 1.3057
C 1.6064 1.7498 0.5726
S 0.1022 0.6269 -3.6534
O 1.3609 1.1988 -3.9941
O -1.0414 1.4630 -3.8340
O -0.0781 -0.6931 -4.5575
C -1.0510 -1.5826 -4.0118
C -1.5138 -2.5821 -5.0663
C -3.0128 -2.6591 -5.0881
O -3.6862 -3.0642 -4.1611
F -3.6064 -2.2629 -6.2267
H -3.2802 -4.6338 0.3343
H -2.9874 -3.7915 -1.1972
H -2.2539 -3.1955 0.2637
H -1.2700 -5.7409 0.2719
H -1.2733 -5.3865 -1.4454
H 1.7837 -3.7708 -0.6460
H 1.3070 -5.4316 -0.8749
H 0.0482 -4.6796 -2.9649
H 1.7642 -4.4579 -2.9807
H -1.3241 -3.0300 -2.5360
H -0.1879 -1.6279 -0.7333
H -1.6606 -0.9359 -1.3167
H 1.2379 -0.1963 -1.7732
H -1.4408 0.2188 0.8998
H -0.8734 1.5563 1.9477
H 0.0105 -0.0114 1.8408
H 1.4111 2.4543 1.3838
H 2.0916 2.2923 -0.2264
H 2.2348 0.9749 1.0002
H -1.9125 -0.9678 -3.7387
H -1.1856 -2.2816 -6.0549
H -1.1757 -3.5843 -4.8305
C 5.4548 3.8078 3.3459
C 5.7719 2.4446 2.7839
C 6.9071 2.4204 1.7861
O 6.5542 1.3112 0.9495
C 5.2073 1.1751 0.9985
O 4.5703 0.4817 0.2786
O 4.6843 1.9468 1.9848
H 4.6386 3.7444 4.0648
H 6.3256 4.2316 3.8460
H 5.1323 4.4844 2.5540
H 5.9463 1.7313 3.5941
H 7.8775 2.2561 2.2478
H 6.9494 3.3218 1.1702
C -5.5024 4.1880 3.0023
C -4.2242 3.3948 3.1085
C -4.0790 2.5988 4.3856
O -2.6566 2.5552 4.5567
C -2.1385 3.6493 3.9430
O -1.0163 4.0142 4.0533
O -3.0792 4.2626 3.1847
H -5.5422 4.7219 2.0535
H -6.3707 3.5326 3.0683
H -5.5574 4.9359 3.7939
H -4.1015 2.7544 2.2305
H -4.4849 1.5930 4.3098
H -4.5194 3.1006 5.2505



no.,largest force on an atom (eV Å⁻¹)
1,1.070
2,0.419
3,19.721
4,5.788
5,1.184
6,3.071
7,2.830